Record 1
This record from OMol25 describes one molecule with the formula C20H32O5. The level of theory is ωB97M-V with the def2-TZVPD basis set.

```
! RIJCOSX wB97M-V def2-TZVPD def2/J DEFGRID3
* xyz 0 1
H 0.563 5.845 1.676
H -3.553 0.156 -3.224
H 1.331 3.231 -0.933
C 3.023 -3.960 -0.539
O -5.468 1.685 -2.224
C -0.436 -1.182 2.890
C 4.016 -3.767 0.567
H 1.386 3.555 2.101
C 1.444 3.964 1.089
H -5.145 -0.076 -1.338
H -0.715 1.560 -1.714
H -2.772 1.520 -2.424
H -4.381 1.300 -0.513
C -3.292 0.575 -2.250
H -0.470 -0.539 3.774
H -1.750 5.259 0.948
H -2.232 2.966 0.183
H -2.007 -1.577 0.879
H 1.091 -2.436 3.730
H 4.345 -2.745 0.701
H 1.564 0.624 -1.525
H -0.269 1.837 1.255
C 0.400 5.063 0.931
C -1.173 -0.892 0.638
O -0.695 -0.303 1.807
C 4.469 -4.739 1.334
H 1.966 2.066 0.237
C -4.595 0.855 -1.496
C -2.375 -0.402 -1.514
C -1.221 3.362 0.070
H -1.623 -0.784 -2.207
O 2.915 -1.486 -1.575
C 0.719 0.219 -0.994
H 0.945 -2.575 1.972
H -1.134 3.775 -0.939
C -0.999 4.478 1.086
C 1.978 -1.881 -0.921
C 0.916 -1.884 2.809
H 1.707 -1.148 2.683
H 0.496 5.517 -0.058
H -2.363 0.819 0.270
C -1.657 0.221 -0.309
H -5.016 2.512 -2.423
H -1.116 4.075 2.094
O 1.899 -3.094 -0.372
H 2.622 -4.975 -0.542
C 0.774 -1.065 -0.631
H 2.445 4.379 0.953
H 3.497 -3.734 -1.503
C -0.187 2.247 0.245
C -0.468 1.094 -0.752
H 4.144 -5.759 1.207
C 1.214 2.840 0.081
H -1.244 -1.924 2.959
H -2.972 -1.254 -1.179
H 5.192 -4.560 2.110
O -0.220 -1.730 0.029
*
```

The LUMO energy comes out at 0.728 eV. For the energy above the lowest of the compared OMol25 structures with the same formula, charge and spin, the calculation gives 88.6 kJ/mol. As for the structure (SMILES): C=CCOC(=O)C1=C[C@H](C2CCCCC2)[C@@H](CCCO)[C@H](OCC)O1. The value obtained for the frontier orbital gap is 9.71 eV.

=====

Record 2
This record from OMol25 describes C44H56BBr2F2N7O2S3Sn as an isolated structure in a non-equilibrium geometry. The level of theory is ωB97M-V with the def2-TZVPD basis set.

```
! RIJCOSX wB97M-V def2-TZVPD def2/J DEFGRID3
* xyz -2 1
H -0.169 0.885 -5.115
N -3.157 -0.266 2.323
C 3.841 1.431 -1.178
C 0.765 -0.697 7.233
H -1.142 -5.782 0.906
H -0.975 4.494 1.484
H 4.626 3.905 -6.740
O 0.261 0.490 -1.826
H -2.208 0.892 -1.304
C -0.346 -5.373 -1.562
H -3.723 -2.029 5.495
C 5.724 -0.537 -0.449
N -2.601 -2.876 1.578
C -2.519 0.899 2.679
H -2.548 3.463 4.207
C -2.333 1.613 -2.131
H 1.947 1.718 0.683
H -0.008 -5.541 -2.620
C 3.581 0.583 -0.078
C 5.082 1.434 -1.803
H 3.380 -4.007 -2.646
H 2.571 0.430 1.776
H 1.752 -0.798 4.541
C -3.166 3.911 3.421
O 0.853 2.682 -1.515
H -1.962 -4.317 3.073
H 0.600 -3.359 7.884
C -3.657 3.021 -3.565
H -3.027 4.997 3.429
H -3.234 3.878 -0.054
H -2.076 -2.702 -2.742
S -3.744 -2.186 -0.845
N -0.119 3.500 -4.497
H -4.508 4.303 1.119
H 6.443 -1.317 -0.194
H 1.051 -4.050 6.278
C -1.233 3.069 -3.781
H -0.047 -0.732 7.964
C -2.745 -5.207 -2.292
C 0.967 2.733 -4.938
C 3.177 1.202 -5.788
Br 2.628 -1.601 -2.700
C 1.162 -3.200 6.955
S 0.330 -2.476 2.977
H 2.235 -3.102 7.224
H 1.891 5.414 -5.675
H -0.664 -3.627 -3.294
H 3.053 2.109 -1.490
C 4.669 3.195 -5.891
C -2.717 -2.986 0.194
H -4.105 -2.140 3.085
C -2.713 3.360 2.066
H -3.097 -6.123 -1.812
C -2.509 3.587 -4.052
H 1.846 5.074 -3.948
C -3.405 4.220 0.972
C 0.834 1.353 -5.203
Br 3.200 -3.624 -0.213
B -3.010 -1.802 2.734
H 0.673 0.256 6.683
H -1.686 -2.177 7.309
C 0.143 1.773 -1.950
C -2.063 -4.093 2.007
C 4.534 -0.428 0.226
H 1.811 -0.449 -5.830
C 2.357 4.805 -4.873
C -1.205 -3.263 -2.423
N -2.123 -2.006 4.030
H -4.711 2.034 0.502
S -1.388 1.114 3.850
H -2.414 -5.477 -3.305
H -4.629 3.345 -3.964
C -1.190 3.533 1.943
H -2.567 4.468 -4.714
C -1.686 -2.115 6.218
H -3.600 -4.546 -2.380
N -0.476 -2.056 5.515
Sn 0.640 -0.564 0.020
H 4.735 -2.882 -2.115
C 0.811 -1.897 6.248
C -4.128 1.430 1.187
H 1.708 -0.664 7.798
H 5.327 2.386 -6.188
C 2.232 3.344 -5.156
H 5.113 3.716 -5.045
C -0.776 -2.171 4.171
C 3.330 2.568 -5.578
C -2.668 -2.075 5.313
H 2.788 -1.233 5.913
C 2.408 0.739 0.756
H -0.704 3.502 2.918
C 3.667 -3.141 -2.063
F 7.230 0.422 -2.008
N -3.103 1.925 1.943
C -3.570 1.990 -2.610
F -0.787 0.637 0.778
H 0.492 -4.876 -1.023
H -0.722 2.758 1.341
H 5.338 2.142 -2.585
C -1.595 -4.482 -1.578
H -2.983 5.218 1.059
C 1.974 -1.595 5.281
H 4.047 0.621 -6.117
H 2.317 -2.445 4.714
H -0.510 -6.351 -1.118
C -1.167 2.168 -2.676
C 1.933 0.618 -5.611
H -4.473 1.490 -2.234
C -1.645 -4.820 0.953
H -0.035 4.492 -4.734
C -4.147 0.104 1.444
H 3.425 5.109 -4.798
N -1.966 -4.101 -0.194
C 5.984 0.425 -1.429
H -4.198 3.661 3.619
H -4.849 -0.623 1.048
H 4.303 -1.107 1.063
H -0.555 -2.549 -1.895
*
```

The LUMO energy comes out at 3.838 eV. For the energy above the lowest of the compared OMol25 structures with the same formula, charge and spin, the calculation gives 0.0 kJ/mol. The value obtained for the frontier orbital gap is 5.20 eV.

=====

Record 3
This record from OMol25 describes an isolated ion of composition O4S4 and charge -2 in a non-equilibrium geometry. The level of theory is ωB97M-V with the def2-TZVPD basis set.

```
! RIJCOSX wB97M-V def2-TZVPD def2/J DEFGRID3
* xyz -2 1
O -0.960 1.220 1.195
S 2.124 -0.874 -1.397
O 1.010 1.562 -0.693
O -0.512 0.090 -1.929
S -2.121 -1.403 0.944
S -0.554 -0.154 0.939
O 0.470 -0.645 1.864
S 0.543 0.205 -0.922
*
```

The LUMO energy comes out at 5.731 eV. For the energy above the lowest of the compared OMol25 structures with the same formula, charge and spin, the calculation gives 67.7 kJ/mol. As for the structure (SMILES): O=S(=O)([S-])S(=O)(=O)[S-]. The value obtained for the frontier orbital gap is 6.69 eV.

=====

Record 4
This record from OMol25 describes one molecule with the formula C16H20N2O3S2. The level of theory is ωB97M-V with the def2-TZVPD basis set.

```
! RIJCOSX wB97M-V def2-TZVPD def2/J DEFGRID3
* xyz 0 1
H 0.457 1.881 -3.223
H -1.490 -1.564 -0.708
C -1.050 1.431 -1.772
H -0.964 1.313 -5.151
C -0.258 -0.055 1.118
H -4.163 0.324 -2.501
H -3.276 0.530 -4.794
C -0.896 -2.448 -0.489
H 3.820 1.140 0.127
O -1.127 0.490 1.768
C 2.134 3.006 2.300
O 2.579 -1.476 3.354
H -2.407 -1.583 1.728
O 4.105 -1.492 1.409
C -2.653 0.781 -3.948
C -0.178 1.718 -0.576
S 1.846 1.523 3.113
C -1.917 -2.550 1.808
H -1.721 -2.744 2.859
H 0.686 2.327 -0.857
H -0.751 2.231 0.200
C 0.313 -1.425 1.498
H 0.030 -2.396 -1.058
C -2.353 0.989 -1.578
H -2.590 -3.317 1.432
C -0.556 1.539 -3.064
N 0.289 0.479 0.013
H -1.452 -3.321 -0.823
S 2.877 -1.073 2.012
H 0.360 -1.468 2.596
C -1.356 1.220 -4.148
C -0.617 -2.555 1.010
H 0.974 -0.069 -0.484
H -2.736 0.905 -0.571
C 2.735 0.680 1.915
H 1.871 -2.497 0.639
C 3.228 1.501 0.946
C 2.880 2.848 1.171
H -0.094 -3.501 1.201
H 3.174 3.658 0.529
H 1.739 3.918 2.702
C -3.151 0.665 -2.660
N 1.659 -1.562 0.959
*
```

The LUMO energy comes out at 0.388 eV. For the energy above the lowest of the compared OMol25 structures with the same formula, charge and spin, the calculation gives 99.5 kJ/mol. As for the structure (SMILES): CC(C)[C@@H](NS(=O)(=O)c1cccs1)C(=O)NCc1ccccc1. The value obtained for the frontier orbital gap is 9.62 eV.

=====

Record 5
This record from OMol25 describes C22H25BN8O2V as an isolated structure in a non-equilibrium geometry. The level of theory is ωB97M-V with the def2-TZVPD basis set.

```
! RIJCOSX wB97M-V def2-TZVPD def2/J DEFGRID3
* xyz 0 2
C -0.264 1.391 2.347
B -1.608 -3.173 0.567
H 0.546 2.428 -3.487
C -2.250 0.464 1.504
H 0.198 4.102 -3.008
H -2.667 1.951 -1.468
C 4.368 -1.037 -0.710
C -0.952 -2.702 2.995
H -2.795 -2.949 0.805
N 2.023 -0.705 -1.057
H -1.347 3.237 0.398
C -1.222 -1.145 -2.517
H 0.224 -2.030 4.782
N 0.417 -1.815 1.454
C -1.963 2.428 -2.185
H 1.970 -1.215 2.794
N 1.668 0.846 1.054
C 0.124 -2.139 3.708
N -0.998 -1.324 -1.161
H -0.931 4.587 -0.665
H -1.942 1.800 -3.094
C 4.484 -1.713 -1.937
H -1.661 -2.601 -4.161
H -1.147 -0.168 -2.961
H -2.955 2.132 4.351
C 3.142 -0.449 -0.317
C 3.325 -1.856 -2.716
H 1.475 3.198 -2.131
H 3.316 -2.330 -3.679
N -0.778 -2.473 1.654
C 2.955 0.326 0.939
C 2.134 -1.353 -2.247
C 0.478 3.108 -2.610
C -1.540 -3.292 -2.022
H -4.087 0.819 2.490
H 1.210 -1.455 -2.813
N -0.914 0.625 1.426
H 5.437 -2.101 -2.286
C -3.027 0.993 2.522
H -1.763 -4.342 -2.022
H -0.464 2.569 4.147
C -0.608 3.579 -0.350
H -2.729 -0.101 0.690
H 0.376 3.671 0.159
C -1.503 -2.402 -3.114
C 1.192 1.580 2.156
C 0.993 -1.650 2.703
H -1.332 -4.349 0.551
H -1.824 -3.238 3.345
O 3.887 0.388 1.739
H -2.436 3.380 -2.510
C -2.388 1.745 3.515
C -0.565 2.663 -1.584
H 5.180 -0.905 -0.011
C -1.002 1.953 3.423
N -1.311 -2.640 -0.859
O 1.793 2.340 2.887
N -0.117 1.325 -1.169
V 0.175 0.026 -0.256
*
```

The LUMO energy (spin up / spin down) comes out at -0.435 / -0.444 eV. The value obtained for the frontier orbital gap (spin up / spin down) is 7.92 / 8.03 eV.